[1]
Formula: C5H11N
Source: the Open Molecules 2025 dataset
Level of theory: ωB97M-V/def2-TZVPD

Computed properties:
Frontier orbital gap (eV): 10.152
Max |F| (eV/A): 4.850
LUMO level (eV): 1.054
HOMO energy (Eh): -0.3343

The geometry in ORCA input format:
```
! RIJCOSX wB97M-V def2-TZVPD def2/J DEFGRID3
* xyz 0 1
C 1.56 0.20 2.15
C 0.13 0.71 1.71
C 0.00 0.17 0.26
C -1.15 -0.27 -0.31
C -1.26 -0.45 -1.84
H 2.20 0.19 0.93
H 2.33 1.07 2.97
H 1.22 -0.94 2.63
H -0.73 0.30 2.24
H 0.10 1.89 1.78
H 0.78 0.50 -0.39
H -2.13 -0.32 0.15
H -1.82 0.53 -2.28
H -1.85 -1.40 -2.14
H 0.53 -1.36 -2.11
H -0.08 -0.47 -3.37
N 0.16 -0.34 -2.35
*
```

natural (NBO) population analysis, charges in e, atoms 1 to 6: C -0.6284; C -0.4754; C -0.1926; C -0.2089; C -0.2589; H 0.2165

[2]
Formula: C5H11N
Source: the Open Molecules 2025 dataset
Level of theory: ωB97M-V/def2-TZVPD

Computed properties:
Frontier orbital gap (eV): 9.842
Max |F| (eV/A): 3.788
LUMO level (eV): 1.103
Structure (SMILES): C/C=C/CNC
HOMO energy (Eh): -0.3212

The geometry in ORCA input format:
```
! RIJCOSX wB97M-V def2-TZVPD def2/J DEFGRID3
* xyz 0 1
C -2.63 0.57 1.19
C -1.46 0.19 0.34
C -0.63 0.99 -0.37
C 0.77 0.50 -0.70
N 0.94 -0.91 -0.40
C 2.35 -1.36 -0.58
H -3.36 -0.26 1.13
H -3.24 1.42 0.86
H -2.31 0.69 2.22
H -1.52 -0.83 -0.04
H -0.46 2.06 -0.24
H 1.52 1.24 -0.40
H 0.74 0.75 -1.78
H 0.87 -0.92 0.62
H 2.67 -2.26 -0.06
H 3.01 -0.56 -0.15
H 2.74 -1.31 -1.65
*
```

natural (NBO) population analysis, charges in e, atoms 1 to 6: C -0.6551; C -0.2009; C -0.1842; C -0.2653; N -0.6044; C -0.4248

[3]
Formula: C5H11N
Source: the Open Molecules 2025 dataset
Level of theory: ωB97M-V/def2-TZVPD

Computed properties:
Frontier orbital gap (eV): 10.079
Max |F| (eV/A): 0.322
LUMO level (eV): 1.169
Structure (SMILES): CCN1C[C@H]1C
HOMO energy (Eh): -0.3274

The geometry in ORCA input format:
```
! RIJCOSX wB97M-V def2-TZVPD def2/J DEFGRID3
* xyz 0 1
C -0.75 0.84 1.73
C 0.70 0.53 1.33
N 0.93 0.02 -0.02
C 0.48 0.81 -1.14
C -0.19 -0.47 -0.80
C -0.02 -1.74 -1.59
H -0.79 1.56 2.55
H -1.33 1.26 0.91
H -1.26 -0.07 2.07
H 1.33 1.43 1.44
H 1.12 -0.21 2.03
H -0.07 1.74 -0.94
H 1.16 0.87 -1.99
H -1.17 -0.36 -0.35
H -0.81 -1.82 -2.35
H -0.11 -2.61 -0.92
H 0.95 -1.79 -2.08
*
```

natural (NBO) population analysis, charges in e, atoms 1 to 6: C -0.6433; C -0.2172; N -0.4056; C -0.2636; C -0.0824; C -0.6106

[4]
Formula: C5H11N
Source: the Open Molecules 2025 dataset
Level of theory: ωB97M-V/def2-TZVPD

Computed properties:
Frontier orbital gap (eV): 10.416
Max |F| (eV/A): 5.204
LUMO level (eV): 1.078
Structure (SMILES): C=CC.C=NC
HOMO energy (Eh): -0.3432

The geometry in ORCA input format:
```
! RIJCOSX wB97M-V def2-TZVPD def2/J DEFGRID3
* xyz 0 1
C 1.52 -1.61 -0.07
C 0.39 -2.08 -0.67
C -0.77 -2.42 0.23
H 2.47 -1.52 -0.67
H 1.60 -1.43 1.07
H 0.28 -2.08 -1.75
H -1.82 -2.06 -0.28
H -0.65 -3.47 0.34
H -0.71 -1.84 1.08
C 0.21 3.41 0.53
N 0.44 2.15 0.33
C -0.63 1.46 -0.41
H 1.13 3.87 0.93
H -0.75 3.81 0.75
H -1.46 2.12 -0.27
H -0.94 0.55 0.25
H -0.30 1.15 -1.41
*
```

natural (NBO) population analysis, charges in e, atoms 1 to 6: C -0.4103; C -0.1884; C -0.6363; H 0.2008; H 0.1982; H 0.2034

[5]
Formula: C5H11N
Source: the Open Molecules 2025 dataset
Level of theory: ωB97M-V/def2-TZVPD

Computed properties:
Frontier orbital gap (eV): 10.314
Max |F| (eV/A): 0.287
LUMO level (eV): 1.213
Structure (SMILES): CC[C@H]1CN1C
HOMO energy (Eh): -0.3345

The geometry in ORCA input format:
```
! RIJCOSX wB97M-V def2-TZVPD def2/J DEFGRID3
* xyz 0 1
C 2.39 -0.68 0.15
C 1.24 -0.09 -0.66
C -0.04 -0.03 0.13
C -0.64 1.23 0.64
N -1.20 0.54 -0.51
C -2.45 -0.15 -0.29
H 2.56 -0.11 1.08
H 2.18 -1.71 0.44
H 3.33 -0.67 -0.42
H 1.49 0.91 -1.02
H 1.07 -0.71 -1.56
H -0.23 -0.91 0.76
H -0.16 2.19 0.43
H -1.19 1.19 1.58
H -2.54 -0.97 -1.01
H -3.29 0.54 -0.45
H -2.54 -0.57 0.73
*
```

natural (NBO) population analysis, charges in e, atoms 1 to 6: C -0.6047; C -0.4030; C -0.0784; C -0.2620; N -0.4016; C -0.4118

[6]
Formula: C5H11N
Source: the Open Molecules 2025 dataset
Level of theory: ωB97M-V/def2-TZVPD

Computed properties:
Frontier orbital gap (spin up / spin down) (eV): 8.283 / 8.284
Max |F| (eV/A): 0.277
LUMO level (spin up / spin down) (eV): 1.056 / 1.056
HOMO energy (spin up / spin down) (Eh): -0.2656 / -0.2656

The geometry in ORCA input format:
```
! RIJCOSX wB97M-V def2-TZVPD def2/J DEFGRID3
* xyz 0 1
C -2.25 0.71 1.35
C -0.72 -0.91 -1.45
N 0.07 -0.71 -0.45
C 0.62 -0.98 0.73
C 1.08 0.24 0.04
C 2.39 0.35 -0.72
H -2.92 0.25 0.61
H -2.72 0.73 2.34
H -1.99 1.72 1.03
H -1.29 -1.83 -1.49
H -0.86 -0.13 -2.18
H -1.33 0.12 1.41
H 1.07 -1.91 1.07
H 0.66 1.20 0.36
H 3.13 0.79 -0.04
H 2.32 1.00 -1.60
H 2.76 -0.63 -1.02
*
```

natural (NBO) population analysis, charges in e, atoms 1 to 6: C -0.8681; C -0.2718; N -0.2060; C -0.2429; C -0.0494; C -0.6407

[7]
Formula: C5H11N
Source: the Open Molecules 2025 dataset
Level of theory: ωB97M-V/def2-TZVPD

Computed properties:
Frontier orbital gap (eV): 8.549
Max |F| (eV/A): 2.831
LUMO level (eV): 1.063
Structure (SMILES): C/C=C(\C)NC
HOMO energy (Eh): -0.2751

The geometry in ORCA input format:
```
! RIJCOSX wB97M-V def2-TZVPD def2/J DEFGRID3
* xyz 0 1
C -1.88 1.13 0.27
C -0.57 0.88 -0.39
C 0.03 -0.32 -0.35
C -0.81 -1.53 0.02
N 1.36 -0.66 -0.28
C 2.37 0.42 -0.20
H -2.17 2.17 0.10
H -2.04 0.88 1.33
H -2.61 0.44 -0.17
H 0.10 1.72 -0.53
H -0.77 -2.24 -0.80
H -0.39 -1.99 0.92
H -1.89 -1.46 0.17
H 1.59 -1.45 0.29
H 2.46 0.64 0.87
H 1.91 1.29 -0.64
H 3.31 0.08 -0.63
*
```

natural (NBO) population analysis, charges in e, atoms 1 to 6: C -0.6351; C -0.3345; C 0.2203; C -0.6578; N -0.6105; C -0.4094

[8]
Formula: C5H11N
Source: the Open Molecules 2025 dataset
Level of theory: ωB97M-V/def2-TZVPD

Computed properties:
Frontier orbital gap (eV): 8.566
Max |F| (eV/A): 0.566
LUMO level (eV): 1.090
Structure (SMILES): C/C=C(\C)NC
HOMO energy (Eh): -0.2747

The geometry in ORCA input format:
```
! RIJCOSX wB97M-V def2-TZVPD def2/J DEFGRID3
* xyz 0 1
C -2.18 0.19 -0.68
C -0.74 0.53 -0.42
C 0.11 -0.25 0.26
C -0.30 -1.55 0.89
N 1.43 0.08 0.49
C 2.08 1.15 -0.22
H -2.82 1.07 -0.61
H -2.28 -0.21 -1.70
H -2.56 -0.52 0.05
H -0.34 1.45 -0.83
H 0.48 -1.89 1.57
H -0.50 -2.30 0.13
H -1.20 -1.44 1.48
H 2.03 -0.66 0.80
H 1.79 2.13 0.19
H 3.16 1.05 -0.11
H 1.84 1.16 -1.28
*
```

natural (NBO) population analysis, charges in e, atoms 1 to 6: C -0.6289; C -0.3282; C 0.1924; C -0.6479; N -0.6036; C -0.4105

[9]
Formula: C5H11N
Source: the Open Molecules 2025 dataset
Level of theory: ωB97M-V/def2-TZVPD

Computed properties:
Frontier orbital gap (spin up / spin down) (eV): 9.350 / 5.904
Max |F| (eV/A): 1.348
Expectation value of S²: 0.756
LUMO level (spin up / spin down) (eV): -4.785 / -7.923
HOMO energy (spin up / spin down) (Eh): -0.5194 / -0.5081

The geometry in ORCA input format:
```
! RIJCOSX wB97M-V def2-TZVPD def2/J DEFGRID3
* xyz 1 2
C 0.46 0.99 -1.18
C -0.63 -0.03 -0.88
C -0.46 -0.45 0.56
C -0.14 -1.77 0.83
C -0.91 0.46 1.64
N 1.74 0.39 -0.85
H 0.32 1.88 -0.58
H 0.41 1.32 -2.22
H -0.58 -0.92 -1.51
H -1.60 0.46 -0.96
H 0.39 -2.11 1.71
H -0.37 -2.60 0.18
H -1.72 1.07 1.28
H -1.12 -0.12 2.55
H -0.08 1.13 1.90
H 2.50 0.87 -1.31
H 1.80 -0.57 -1.15
*
```

natural (NBO) population analysis, charges in e, atoms 1 to 6: C -0.2103; C -0.4957; C 0.3392; C -0.1298; C -0.7104; N -0.7854

[10]
Formula: C5H11N2
Source: the Open Molecules 2025 dataset
Level of theory: ωB97M-V/def2-TZVPD

Computed properties:
Frontier orbital gap (eV): 12.351
Max |F| (eV/A): 7.097
LUMO level (eV): -4.020
HOMO energy (Eh): -0.6016

The geometry in ORCA input format:
```
! RIJCOSX wB97M-V def2-TZVPD def2/J DEFGRID3
* xyz 1 1
C -1.96 0.18 1.55
C -0.73 -0.56 -1.12
C 1.47 0.69 -0.78
C 0.71 -1.04 0.80
C -0.46 0.97 0.58
N -2.82 -0.37 2.03
N 0.27 -0.06 -0.16
H -0.83 -1.57 -1.57
H -1.65 -0.42 -0.67
H -0.75 0.20 -1.95
H 1.96 1.35 -0.18
H 2.18 0.07 -1.22
H 1.05 1.29 -1.66
H 1.54 -0.58 1.42
H -0.15 -1.30 1.48
H 1.09 -1.85 0.25
H 0.04 1.40 1.34
H -0.96 1.60 -0.15
*
```

natural (NBO) population analysis, charges in e, atoms 1 to 6: C 0.1746; C -0.4428; C -0.3930; C -0.4208; C -0.1015; N -0.2871